# 1
A cluster of 8 separate species, C48H108N4O8 in total in a non-equilibrium geometry, computed with ωB97M-V/def2-TZVPD.

CARTESIAN COORDINATES (ANGSTROEM)
1 C -5.361 0.233 -3.617
2 C -4.040 1.054 -3.913
3 C -2.994 0.099 -4.373
4 C -4.275 2.080 -5.083
5 C -4.868 3.439 -4.783
6 C -4.127 3.971 -3.534
7 C -4.100 3.067 -2.309
8 C -3.183 3.788 -1.228
9 C -5.446 2.822 -1.556
10 N -3.417 1.880 -2.892
11 O -3.202 0.959 -1.801
12 H -5.180 -0.367 -2.720
13 H -6.200 0.960 -3.505
14 H -5.538 -0.342 -4.491
15 H -2.485 -0.549 -3.628
16 H -3.479 -0.637 -5.053
17 H -2.168 0.496 -4.972
18 H -3.350 2.285 -5.623
19 H -4.876 1.567 -5.814
20 H -4.704 4.073 -5.590
21 H -5.944 3.354 -4.572
22 H -4.506 4.943 -3.221
23 H -3.104 4.152 -3.814
24 H -2.159 3.967 -1.592
25 H -3.290 3.271 -0.263
26 H -3.604 4.754 -1.161
27 H -6.319 2.446 -2.090
28 H -5.624 3.799 -1.103
29 H -5.222 2.151 -0.733
30 H -2.279 1.101 -1.509
31 C -2.436 -2.454 -0.588
32 C -3.825 -2.960 0.035
33 C -4.592 -3.810 -0.988
34 C -3.586 -3.832 1.257
35 C -3.064 -3.129 2.545
36 C -4.058 -2.062 2.928
37 C -4.376 -1.113 1.718
38 C -5.614 -0.299 2.043
39 C -3.200 -0.166 1.486
40 N -4.703 -1.871 0.494
41 O -5.101 -0.999 -0.511
42 H -1.836 -2.038 0.225
43 H -2.062 -3.243 -1.192
44 H -2.705 -1.672 -1.350
45 H -4.037 -4.760 -1.238
46 H -5.605 -3.989 -0.621
47 H -4.726 -3.199 -1.855
48 H -4.504 -4.251 1.583
49 H -3.030 -4.706 0.923
50 H -2.944 -3.833 3.365
51 H -2.053 -2.737 2.402
52 H -3.764 -1.548 3.838
53 H -5.011 -2.565 3.174
54 H -5.786 0.480 1.323
55 H -5.444 0.223 3.003
56 H -6.487 -0.958 2.134
57 H -2.269 -0.717 1.494
58 H -3.177 0.580 2.274
59 H -3.273 0.416 0.578
60 H -4.310 -0.466 -0.699
61 C 2.927 -4.233 6.316
62 C 2.693 -4.949 5.007
63 C 3.880 -5.963 4.728
64 C 1.385 -5.733 5.205
65 C 0.906 -6.326 3.900
66 C 0.639 -5.091 2.923
67 C 1.940 -4.349 2.677
68 C 2.880 -5.195 1.791
69 C 1.678 -3.032 1.930
70 N 2.439 -3.948 3.995
71 O 3.655 -3.150 3.737
72 H 2.703 -4.893 7.149
73 H 2.227 -3.410 6.419
74 H 3.921 -3.831 6.397
75 H 3.924 -6.690 5.558
76 H 4.806 -5.442 4.687
77 H 3.692 -6.497 3.803
78 H 1.507 -6.522 5.966
79 H 0.635 -5.012 5.565
80 H -0.016 -6.910 3.926
81 H 1.617 -6.971 3.405
82 H 0.014 -4.338 3.473
83 H 0.182 -5.317 1.885
84 H 2.469 -5.337 0.752
85 H 3.887 -4.774 1.699
86 H 2.983 -6.215 2.235
87 H 1.113 -3.277 1.031
88 H 1.077 -2.387 2.582
89 H 2.583 -2.476 1.707
90 H 3.323 -2.263 3.803
91 C 3.720 0.257 2.371
92 C 3.293 1.454 3.287
93 C 3.050 0.848 4.670
94 C 4.384 2.533 3.261
95 C 3.808 3.887 3.832
96 C 2.626 4.230 2.962
97 C 1.400 3.220 3.059
98 C 0.765 3.259 4.506
99 C 0.333 3.622 2.054
100 N 2.028 1.980 2.700
101 O 1.080 0.943 2.537
102 H 3.936 0.628 1.400
103 H 4.595 -0.278 2.822
104 H 2.899 -0.449 2.393
105 H 2.579 -0.142 4.569
106 H 4.032 0.754 5.265
107 H 2.445 1.472 5.388
108 H 5.347 2.268 3.815
109 H 4.769 2.766 2.290
110 H 3.568 3.660 4.875
111 H 4.517 4.736 3.724
112 H 3.069 4.317 1.948
113 H 2.149 5.217 3.223
114 H 0.218 4.161 4.626
115 H 1.499 3.226 5.259
116 H -0.033 2.512 4.613
117 H -0.115 4.552 2.370
118 H -0.478 2.871 1.995
119 H 0.901 3.712 1.159
120 H 0.827 0.780 3.424
121 C 5.123 -1.940 -0.095
122 C 4.544 -1.461 -1.449
123 C 3.520 -2.452 -1.893
124 O 3.950 -0.139 -1.351
125 H 4.414 -2.341 0.619
126 H 5.587 -1.036 0.344
127 H 5.782 -2.763 -0.209
128 H 5.325 -1.303 -2.204
129 H 3.942 -3.436 -1.998
130 H 2.998 -2.192 -2.827
131 H 2.755 -2.451 -1.055
132 H 3.074 -0.290 -0.961
133 C 2.456 1.750 -4.991
134 C 3.901 1.308 -5.389
135 C 4.363 -0.089 -4.882
136 O 4.100 1.379 -6.847
137 H 2.341 1.952 -3.969
138 H 1.845 0.985 -5.362
139 H 2.295 2.686 -5.647
140 H 4.693 1.964 -5.054
141 H 5.203 -0.450 -5.374
142 H 3.668 -0.907 -5.057
143 H 4.550 -0.062 -3.749
144 H 3.626 0.667 -7.235
145 C 1.064 5.810 -4.090
146 C -0.194 6.641 -4.381
147 C -0.832 6.037 -5.666
148 O -1.126 6.532 -3.259
149 H 1.861 5.913 -4.846
150 H 0.836 4.768 -4.037
151 H 1.425 6.104 -3.077
152 H 0.013 7.688 -4.529
153 H -1.826 6.391 -5.854
154 H -0.726 4.968 -5.600
155 H -0.261 6.316 -6.508
156 H -1.976 6.269 -3.687
157 C 1.255 1.661 -1.244
158 C 0.523 0.385 -0.960
159 C 0.354 -0.524 -2.215
160 O 1.242 -0.348 0.005
161 H 2.224 1.450 -1.597
162 H 1.296 2.358 -0.360
163 H 0.847 2.161 -2.067
164 H -0.495 0.589 -0.542
165 H -0.311 -0.036 -2.965
166 H -0.034 -1.529 -1.916
167 H 1.296 -0.757 -2.723
168 H 1.233 0.173 0.869

Output
DFT total energy (eV): -73861.4447
Largest force on an atom (eV/Å): 4.4
Highest occupied orbital energy (eV): -8.15
SMILES: CC1(C)CCCC(C)(C)N1O.CC1(C)CCCC(C)(C)N1O.CC1(C)CCCC(C)(C)N1O.CC1(C)CCCC(C)(C)N1O.CC(C)O.CC(C)O.CC(C)O.CC(C)O
Total charge: 0
Kohn-Sham gap (eV): 8.53

Atomic partial charges in e from the Mulliken method, atoms 1 to 6:
1. C -1.173
2. C 1.366
3. C -1.753
4. C -1.543
5. C -0.974
6. C -1.531



# 2
A cluster of 7 separate species, C48H108N7O3 in total in a non-equilibrium geometry, computed with ωB97M-V/def2-TZVPD.

CARTESIAN COORDINATES (ANGSTROEM)
1 N -0.484 -20.094 14.968
2 O -1.120 -21.115 15.181
3 O 0.557 -20.140 14.265
4 O -0.965 -18.961 15.187
5 C 3.801 -23.662 21.496
6 C 2.666 -23.270 20.460
7 C 2.392 -21.742 20.759
8 N 1.489 -21.019 19.745
9 C 0.199 -21.925 19.491
10 C 2.180 -20.753 18.416
11 C 1.385 -19.624 17.899
12 C 1.077 -18.665 18.978
13 C 0.889 -19.595 20.211
14 H 3.544 -23.405 22.523
15 H 4.832 -23.312 21.544
16 H 3.949 -24.742 21.506
17 H 1.783 -23.883 20.639
18 H 3.045 -23.478 19.459
19 H 3.355 -21.259 20.926
20 H 1.894 -21.733 21.729
21 H 0.540 -22.886 19.104
22 H -0.604 -21.417 18.957
23 H -0.164 -22.158 20.492
24 H 2.179 -21.622 17.758
25 H 3.191 -20.444 18.683
26 H 0.521 -20.144 17.485
27 H 1.722 -19.115 16.996
28 H 0.131 -18.128 18.906
29 H 1.908 -17.974 19.117
30 H -0.172 -19.817 20.332
31 H 1.270 -19.137 21.124
32 C 7.578 -26.188 11.622
33 C 6.787 -25.142 12.546
34 C 5.351 -24.666 12.140
35 N 4.480 -24.249 13.417
36 C 3.847 -25.523 14.099
37 C 5.268 -23.333 14.392
38 C 4.269 -22.353 15.042
39 C 2.910 -22.513 14.205
40 C 3.431 -23.256 12.965
41 H 8.584 -25.918 11.301
42 H 7.114 -26.556 10.707
43 H 7.640 -27.012 12.333
44 H 7.429 -24.261 12.523
45 H 6.791 -25.567 13.550
46 H 4.804 -25.508 11.717
47 H 5.434 -23.901 11.368
48 H 3.096 -26.028 13.492
49 H 3.310 -25.193 14.989
50 H 4.560 -26.284 14.416
51 H 5.758 -23.876 15.200
52 H 6.111 -22.770 13.991
53 H 4.191 -22.711 16.069
54 H 4.641 -21.331 15.118
55 H 2.077 -23.085 14.613
56 H 2.607 -21.476 14.064
57 H 2.720 -23.920 12.474
58 H 3.880 -22.585 12.232
59 C -1.342 -14.033 19.090
60 C -0.143 -14.812 18.385
61 C 0.641 -14.018 17.286
62 N 1.812 -14.819 16.555
63 C 2.922 -14.957 17.567
64 C 2.193 -14.172 15.229
65 C 1.337 -14.680 14.053
66 C 0.658 -15.996 14.708
67 C 1.334 -16.212 16.094
68 H -1.691 -14.675 19.899
69 H -2.124 -13.648 18.435
70 H -0.836 -13.170 19.523
71 H -0.795 -15.609 18.028
72 H 0.525 -15.265 19.118
73 H 1.084 -13.200 17.854
74 H 0.017 -13.467 16.582
75 H 3.113 -13.966 17.979
76 H 3.829 -15.303 17.071
77 H 2.679 -15.698 18.328
78 H 3.230 -14.412 14.998
79 H 2.157 -13.103 15.436
80 H 1.939 -14.825 13.156
81 H 0.725 -13.785 13.942
82 H 0.752 -16.855 14.043
83 H -0.422 -15.847 14.688
84 H 2.316 -16.669 15.971
85 H 0.564 -16.557 16.784
86 C -1.392 -16.948 11.268
87 C -0.448 -18.115 11.469
88 C -0.294 -18.873 10.102
89 N 0.194 -20.289 10.268
90 C -1.043 -21.108 10.627
91 C 1.431 -20.388 11.040
92 C 2.582 -19.852 10.178
93 C 2.072 -20.051 8.675
94 C 0.666 -20.791 8.906
95 H -1.314 -16.561 10.252
96 H -1.429 -16.035 11.863
97 H -2.398 -17.365 11.239
98 H -0.938 -18.780 12.180
99 H 0.469 -17.704 11.892
100 H 0.514 -18.347 9.592
101 H -1.173 -18.855 9.456
102 H -1.692 -21.151 9.752
103 H -1.658 -20.847 11.488
104 H -0.794 -22.085 11.042
105 H 1.530 -21.450 11.265
106 H 1.166 -19.874 11.965
107 H 3.524 -20.400 10.196
108 H 2.776 -18.787 10.303
109 H 2.757 -20.638 8.064
110 H 1.959 -19.164 8.051
111 H 0.721 -21.872 9.034
112 H -0.147 -20.565 8.216
113 C -4.939 -15.689 18.232
114 C -3.726 -16.595 18.392
115 C -4.122 -18.004 19.021
116 N -3.992 -19.280 18.033
117 C -2.484 -19.764 18.146
118 C -4.937 -20.375 18.369
119 C -4.990 -21.314 17.136
120 C -4.740 -20.354 15.994
121 C -4.403 -19.023 16.583
122 H -5.683 -16.292 17.710
123 H -4.698 -14.804 17.643
124 H -5.351 -15.349 19.182
125 H -2.969 -16.222 19.082
126 H -3.140 -16.591 17.473
127 H -5.194 -17.842 19.135
128 H -3.504 -18.359 19.846
129 H -2.445 -20.589 17.434
130 H -2.415 -20.133 19.169
131 H -1.860 -18.915 17.868
132 H -4.623 -20.848 19.299
133 H -5.832 -19.789 18.578
134 H -4.215 -22.069 17.006
135 H -6.010 -21.697 17.104
136 H -3.905 -20.770 15.430
137 H -5.554 -20.184 15.289
138 H -3.565 -18.593 16.034
139 H -5.347 -18.483 16.659
140 C 1.620 -29.391 16.024
141 C 0.410 -28.580 16.239
142 C 0.567 -27.079 16.134
143 N -0.662 -26.207 15.696
144 C -1.771 -26.543 16.711
145 C -1.023 -26.500 14.207
146 C -1.781 -25.256 13.676
147 C -1.216 -24.024 14.444
148 C -0.368 -24.724 15.618
149 H 1.530 -30.388 16.455
150 H 2.323 -28.819 16.630
151 H 2.058 -29.454 15.028
152 H -0.048 -28.951 17.156
153 H -0.329 -28.955 15.531
154 H 1.434 -26.853 15.512
155 H 0.795 -26.603 17.088
156 H -2.683 -26.065 16.353
157 H -1.496 -26.147 17.689
158 H -1.818 -27.622 16.857
159 H -1.761 -27.301 14.249
160 H -0.121 -26.655 13.617
161 H -2.845 -25.303 13.909
162 H -1.515 -25.207 12.620
163 H -2.077 -23.406 14.697
164 H -0.530 -23.458 13.813
165 H -0.392 -24.190 16.567
166 H 0.660 -24.852 15.278

Output
DFT total energy (eV): -68044.7899
Largest force on an atom (eV/Å): 3.5
Highest occupied orbital energy (eV): -18.92
Total charge: +5
Kohn-Sham gap (eV): 9.13

Atomic partial charges in e from the Mulliken method, atoms 1 to 6:
1. N 0.460
2. O -0.483
3. O -0.410
4. O -0.495
5. C -1.507
6. C -0.005



For the records above, the corresponding ΔE to the lowest compared entry with this formula, charge and spin values read 78.9, 178.0 kcal per mole.